Entry 1:
ORCA calculation (the ωB97M-V functional and the def2-TZVPD basis) on a structure of composition C2H5N3S at a distorted geometry.

CARTESIAN COORDINATES (ANGSTROEM)
N 1.6101 0.6476 0.2464
H 3.1803 -0.6798 -0.6755
H -2.2156 -0.3260 -0.7460
N -0.7667 0.6674 -0.1656
C 0.3925 1.1622 0.2889
H -0.3857 -1.7032 1.0798
H 0.3487 2.3101 0.5658
H -1.3567 1.2692 -0.6570
S 1.5696 -1.0899 -0.1036
C -1.2543 -0.5858 -0.2464
N -1.1222 -1.6716 0.4133

Atomic forces in eV per Å
-3.8170 -0.1303 1.1713
-3.5152 -1.7238 1.2589
0.2923 -1.8784 -0.4895
0.9661 -0.3286 0.4610
4.3917 2.7918 0.2642
0.8755 0.0859 0.5953
0.1202 -2.3969 -0.6096
-0.6146 1.5448 -0.4645
5.3197 2.3892 -2.0940
-3.0878 -1.1026 1.2402
-0.9310 0.7488 -1.3335

As for the spin multiplicity: 1. The molar mass comes out at 103.2 g/mol. The value obtained for the relative energy (zero: lowest compared OMol25 entry of this formula, charge and spin) is 97.6 kcal per mole. Its net charge is 0. As for the maximum force: 0.12050 Eh/bohr. Its electronic energy is -17456.8777 eV.

***

Entry 2:
ORCA calculation (the ωB97M-V functional and the def2-TZVPD basis) on the ion C2NOS with charge -1 at a distorted geometry.

CARTESIAN COORDINATES (ANGSTROEM)
C -0.7883 -0.4229 -0.0433
N 1.5137 1.0810 0.0325
O -0.8635 -1.6746 0.0326
S -1.8209 0.8265 0.0025
C 0.6147 0.4074 -0.0785

Atomic forces in eV per Å
2.3433 -2.2221 0.3821
2.7965 1.9231 0.1624
0.5929 2.9737 -0.3756
-2.5418 1.1548 -0.0360
-3.1909 -3.8293 -0.1330

As for the spin multiplicity: 1. The molar mass comes out at 86.1 g/mol. The value obtained for the relative energy (zero: lowest compared OMol25 entry of this formula, charge and spin) is 4.5 kcal per mole. Its net charge is -1. As for the maximum force: 0.09697 Eh/bohr. Its electronic energy is -16447.6926 eV.

***

Entry 3:
ORCA calculation (the ωB97M-V functional and the def2-TZVPD basis) on a structure of composition C4H4BClF7INO4S2.

CARTESIAN COORDINATES (ANGSTROEM)
C 2.0313 -2.6640 -2.5505
O -0.4093 -0.4509 0.2182
O -3.8940 0.8765 2.0131
C 0.9171 -1.6358 -2.6824
F 1.3741 -0.3867 -2.3673
O -1.9910 1.1501 -0.7188
N -1.3931 1.3350 1.7592
S -2.5798 0.6118 2.5221
F -2.6695 2.9167 3.8124
S -1.0265 0.8437 0.2977
H 1.9936 -3.3423 -3.3862
H 1.9351 -3.2550 -1.6587
H 0.0988 -1.8993 -2.0395
H 0.5874 -1.6167 -3.7060
B 3.4328 -1.9768 -2.5376
Cl 4.2084 -1.6906 -0.9909
F -3.3949 1.2062 4.9360
C 0.3465 2.0348 0.0145
I 4.3702 -1.4298 -4.3871
F 1.3275 1.8804 0.9207
F -0.0787 3.3089 0.0841
F 0.8567 1.8208 -1.1979
F -1.2617 1.4833 4.6409
O -2.3148 -0.7334 2.9432
C -2.4660 1.6128 4.0608

Atomic forces in eV per Å
0.5617 0.0868 -0.1384
0.1178 -0.1632 0.1513
-0.0935 0.1879 -0.1327
0.0973 -0.7984 -0.2700
0.2951 0.6102 0.2065
-0.1716 0.1536 -0.0309
-0.3652 -0.5795 -0.3390
-0.0179 0.0926 0.1820
0.0110 -0.2594 0.1337
0.1475 0.1716 0.0036
-0.1157 -0.3403 -0.4382
-0.1495 -0.1798 0.5839
-0.4694 0.1819 0.3811
-0.2781 0.1831 -0.5037
-0.0779 0.0960 0.3482
0.1324 0.0702 -0.4266
0.0720 0.0198 -0.0885
0.1244 0.2420 0.3382
0.0301 0.0122 0.2138
-0.1768 0.0380 -0.2555
0.1287 -0.3064 -0.0935
-0.0289 0.2472 0.1266
-0.2859 0.0427 -0.0401
0.2152 -0.1239 0.0431
0.2971 0.3151 0.0450

As for the spin multiplicity: 1. The molar mass comes out at 500.4 g/mol. Its net charge is -1. As for the maximum force: 0.01650 Eh/bohr. Its electronic energy is -75888.6697 eV.

***

Entry 4:
ORCA calculation (the ωB97M-V functional and the def2-TZVPD basis) on an isolated molecule of C6H14NOP at a distorted geometry.

CARTESIAN COORDINATES (ANGSTROEM)
H -0.0566 -3.1311 1.6110
C 1.2046 2.1045 -0.3803
H 1.5635 -2.7433 2.2746
H 1.7780 -2.9378 -0.0753
H -0.1971 1.8316 -1.6916
H -2.1213 -1.1755 0.1822
H 0.1640 -1.3885 2.2579
H 0.2351 0.1790 -2.8281
C -1.9754 -0.1774 -0.3105
H 1.9276 1.3381 -0.8162
H 1.5761 3.0607 -0.9486
C 0.7034 -2.3479 1.6971
H 1.4643 2.2426 0.6677
O 0.2307 -1.8387 -3.3924
H -0.8986 2.4301 -0.2561
P 0.6439 -0.9479 -0.8723
C -0.1686 1.6689 -0.6789
H -1.9818 -0.4571 -1.4257
N 0.0273 -0.8730 -2.5773
C 1.1560 -2.1537 0.3024
H -2.7543 0.5693 -0.1770
C -0.4862 0.3278 -0.1236
H -0.2677 0.3308 0.9760

Atomic forces in eV per Å
-0.0839 -0.0475 0.6697
3.7806 1.1374 -1.1403
-0.6715 0.4251 0.0236
0.3258 -0.2316 -0.3898
-0.9657 -0.4112 -2.7817
-0.1286 1.2340 0.0043
1.6443 -2.4768 -1.5107
-0.1055 -2.1005 -0.4224
1.4834 -1.2071 -2.4000
-0.7070 0.7178 0.7780
-1.1688 -1.4567 1.0941
-1.4345 1.5996 1.3783
-0.1268 -0.0900 0.1040
-0.1926 1.5378 0.1431
0.5974 -0.8391 -0.3666
1.0095 -0.4457 1.9813
-1.3030 2.2684 2.4089
-0.5303 0.4581 1.4844
0.5219 -0.3252 0.5682
-0.9730 2.1465 -2.3639
0.0691 -0.0610 0.5376
-1.1129 -1.9254 1.0662
0.0719 0.0932 -0.8662

As for the spin multiplicity: 1. The molar mass comes out at 147.2 g/mol. The value obtained for the relative energy (zero: lowest compared OMol25 entry of this formula, charge and spin) is 121.2 kcal per mole. Its net charge is 0. As for the maximum force: 0.07991 Eh/bohr. Its electronic energy is -19269.6591 eV.

***

Entry 5:
ORCA calculation (the ωB97M-V functional and the def2-TZVPD basis) on a structure of composition C30H33Cl51INO3PS2 at a distorted geometry.

CARTESIAN COORDINATES (ANGSTROEM)
C -2.3520 -1.3760 -0.3074
Cl -13.7602 4.0789 -8.3148
Cl -4.5777 -1.5984 -11.1332
C 5.4111 -14.5382 -3.6549
Cl 3.1437 -11.4098 -1.6535
S 3.9506 -0.5411 -0.2980
Cl -5.1129 -0.6017 -8.4561
H -1.8208 -5.3047 0.5537
C 5.4954 2.7722 1.2526
H -0.8369 11.2014 12.1488
Cl -0.6622 6.0140 4.7126
Cl 8.4113 6.2656 -0.8920
H -4.8227 -0.6200 -0.5245
C -4.8884 -1.7242 -0.7064
Cl 3.9217 -9.3744 0.2676
Cl -0.6312 -1.1089 -5.0872
H 3.3728 0.5332 -0.9260
Cl -8.0022 1.1497 -11.6071
Cl 3.7532 2.4773 1.3554
H 6.4452 -14.5548 -3.3270
C 2.7256 -1.1655 0.8528
H -4.0896 -4.4076 -0.0824
Cl -2.8540 1.2865 8.0581
Cl 3.1313 1.3704 4.4660
Cl 6.1381 3.2627 2.8195
H -1.2939 -1.7905 6.4278
Cl 5.2782 -15.5117 -5.1220
H -0.6175 0.6911 7.6688
C 0.9921 -1.7821 4.2102
O -0.3884 -2.1214 6.2842
C 3.5136 2.4929 5.7803
H 2.3509 -5.1054 4.8296
H 6.7493 7.8406 -1.4044
C -9.1826 1.9325 -10.5508
Cl 8.3297 2.2039 -2.2223
C -1.0575 -1.9210 0.0564
C 7.2612 7.0667 -1.9672
H -5.1182 -1.9417 -1.7757
H -1.3587 -3.2312 -4.3899
C 0.7144 4.9486 -1.7040
Cl -2.6049 9.6984 11.8000
Cl -1.6478 8.5101 7.7495
Cl -1.7667 11.9118 10.1163
C -6.0140 -5.3456 -6.8075
Cl 3.0952 4.1420 5.3200
S 1.6292 -0.3517 2.0194
Cl 1.5280 -9.0156 -1.3433
Cl 2.6654 2.0271 7.2561
C -1.1184 1.6090 7.9612
Cl -5.2113 -6.9180 -6.8865
Cl 0.6667 5.8806 2.1330
C -3.4883 -2.3100 -0.3383
Cl -5.2235 -4.1892 -7.8838
C 2.5624 -10.1902 -0.5202
H -0.0504 7.7880 3.3028
H 3.0323 -3.0070 0.2926
H 1.9907 -2.0967 4.5932
Cl -10.6823 0.9989 -10.4975
C -1.8090 -2.2438 -4.4094
Cl 0.1547 6.2808 8.2270
H 0.8938 -0.6905 4.4778
Cl -6.0304 -4.7396 -5.1457
C 0.5765 -3.9066 0.7925
H -9.4062 2.9144 -10.9559
P 2.5666 -4.2185 2.8993
H 10.1489 0.2561 2.3877
H -0.7028 7.8180 9.7869
Cl -0.4861 3.8013 -2.3091
H -12.8995 2.6467 -9.9612
Cl 4.9581 -12.8597 -3.9778
H 1.1470 -4.0599 -0.1665
H 6.2941 2.8324 -3.2004
Cl 4.4089 -15.2144 -2.3660
Cl -7.2731 -1.7099 -10.0537
C -1.1143 7.2988 8.9197
H 0.1969 5.7197 -1.1416
C 6.7525 1.8823 -2.9424
H 1.9736 -10.6864 0.2445
C -0.2047 -2.4778 4.9568
Cl 5.6933 1.0497 -1.7817
C 0.4145 6.8510 3.5914
H 4.5813 2.4488 5.9710
H 5.9818 1.8452 0.9597
H -7.0409 -5.4699 -7.1350
Cl 1.8547 4.1410 -0.6193
C -13.3593 3.6291 -9.9755
Cl 5.8425 3.9928 0.0270
Cl 6.9224 0.9279 -4.4150
C -1.2411 10.6929 11.2797
Cl -0.7791 2.8382 6.7394
H 0.4361 -4.9391 1.2117
Cl 8.1341 0.8894 3.4148
Cl 10.6205 2.3831 3.2543
Cl -12.2013 4.7728 -10.6674
O -0.9593 -3.2405 4.4275
C -1.9352 -4.2222 0.3352
H -5.6379 -2.1308 0.0113
Cl -3.2573 -2.3146 -5.4181
H -0.1971 -1.2059 0.1026
C -3.2310 -3.7002 -0.0280
Cl -14.8183 3.5453 -10.9674
Cl 0.0342 9.6804 10.5860
H -2.4865 -0.2993 -0.5271
Cl -8.5200 2.1384 -8.9262
C 0.7881 -1.8965 2.6497
C -0.7933 -3.2944 0.4009
Cl 1.5711 5.7175 -3.0431
Cl 1.9595 7.2138 4.3672
Cl 6.0499 5.9157 -2.5548
C 9.5934 1.1851 2.4641
I 3.2252 -6.1861 1.5909
Cl 8.1010 7.8270 -3.3205
N 2.4711 -2.4478 0.9510
Cl -0.4884 2.1065 9.5339
O 1.6634 -4.8303 4.1887
C -5.7596 -0.7990 -10.0898
H -5.9631 0.1847 -10.4958
H -0.3276 -1.7992 2.5536
Cl -2.2270 -1.7898 -2.7447
Cl 9.1560 1.7123 0.8325
Cl -2.4787 6.3111 9.4573
C 1.4379 -3.0772 1.8405

Atomic forces in eV per Å
-0.1415 -2.9373 1.8417
0.0569 -0.0538 -0.0761
-0.0522 0.0569 0.0301
-0.0762 -0.0943 -0.0606
-0.0693 0.1576 0.2018
-0.7584 -0.9407 0.6939
-0.0093 0.0682 -0.0474
-0.0462 0.9548 -0.1195
0.2918 0.1521 0.0158
-0.0063 -0.0786 -0.0986
0.0311 0.0813 -0.1114
-0.0820 0.0597 -0.0398
-0.2435 -0.9481 -0.4138
1.1629 -0.2336 0.7827
0.0501 -0.0994 0.0167
0.0240 -0.0808 0.0288
-0.4067 -0.5499 0.9212
-0.2331 0.3129 -0.2353
-0.0493 0.0914 0.0154
-0.1141 0.0162 -0.0311
-2.4416 0.4313 1.4259
0.7592 0.6129 0.0946
0.0788 -0.0688 -0.0419
0.0600 -0.0837 0.1630
-0.3534 0.2797 -0.1558
0.1807 -0.6620 -0.1374
0.0486 0.0656 0.0965
-0.0172 0.1019 0.0487
-0.6361 0.2075 0.7117
0.7652 0.8256 -0.8777
-0.0895 0.2047 0.1526
-0.5339 0.0984 -0.1820
0.0115 -0.1111 -0.0616
0.0279 0.0213 0.1179
-0.2372 0.0181 -0.1604
-0.1317 -0.0174 0.3784
0.2532 0.0399 -0.0577
-0.0800 0.1682 0.8812
-0.0460 0.1058 0.0155
-0.0181 -0.0132 -0.1368
0.1099 0.0264 -0.0178
0.0333 -0.0392 0.0951
0.0765 -0.0714 0.0933
0.1273 0.0110 -0.0566
0.0220 -0.1116 -0.0199
0.7835 0.0278 -1.3019
0.0099 -0.0148 0.0881
0.1353 -0.0506 0.0198
0.0231 0.1228 0.0624
-0.0810 0.0554 0.0056
0.0387 0.0327 0.0161
1.6410 0.6941 0.6532
-0.0983 -0.0770 0.0618
-0.0576 -0.1366 -0.1923
0.0527 -0.0993 0.0321
-0.6273 -0.3585 0.5114
-0.7746 0.1211 -0.2873
0.0509 0.0209 -0.0387
-0.2283 0.2570 -0.2260
0.0382 0.0264 0.0730
0.1877 -1.0050 -0.2023
-0.0728 -0.0353 -0.0542
-1.0762 0.1609 -0.0429
0.0006 -0.1089 0.0358
0.9673 0.4033 1.8502
-0.0699 0.0964 -0.0114
-0.3336 -0.4597 -0.4885
0.0360 0.0595 0.0609
-0.0237 0.1232 -0.0053
0.1078 -0.0800 -0.0480
-0.1975 0.2091 1.0751
-0.0239 -0.0956 0.1319
0.0798 0.0526 -0.0276
0.1282 -0.0244 0.0720
-0.0984 -0.2116 0.0033
0.0605 -0.0848 -0.0399
0.3680 0.0913 -0.3489
0.0712 0.0909 -0.0512
-0.1463 -0.0995 0.2662
0.4814 0.3071 -0.2903
-0.0509 -0.1015 0.1121
-0.1033 -0.0454 -0.0665
-0.0350 0.0745 0.0403
0.1074 0.0152 0.0480
-0.0530 0.0709 -0.0870
-0.1356 0.0287 0.0322
-0.0882 -0.1516 0.2105
-0.0872 0.0835 0.1494
-0.2304 0.0752 -0.0505
-0.0623 -0.0599 -0.0441
-0.1910 1.0165 -0.3963
0.2636 -0.3997 0.0853
-0.0718 -0.1136 -0.0608
0.0421 -0.0970 0.0128
0.3106 0.3996 -0.3878
-0.1002 2.4403 -0.4992
0.3245 0.1867 -0.8519
0.1333 -0.0531 0.0426
-0.8349 -0.6024 -0.1721
0.5929 0.5166 -0.0463
0.1069 -0.0273 0.0403
0.3913 0.6560 0.4117
0.1647 -0.8777 0.2342
-0.0257 0.0060 -0.0954
0.2160 0.2896 0.9004
-2.5123 -0.5866 -0.4111
-0.0443 -0.0216 0.1113
-0.0683 0.0692 -0.0536
-0.0598 0.0981 -0.0581
0.0898 0.1482 0.0435
-0.6097 0.3209 -0.1472
-0.1012 -0.0354 0.1001
1.8938 0.3501 -1.1039
0.0015 -0.0615 -0.1111
0.6451 0.3986 -1.4109
0.0375 -0.2099 0.0921
0.0355 -0.1019 0.0882
1.1566 -0.2830 -0.7388
0.4408 -0.4660 -1.7770
-0.0120 -0.0932 0.1347
0.0636 0.0310 -0.0086
-0.1913 -0.8726 -1.3573

As for the spin multiplicity: 1. The molar mass comes out at 2485.7 g/mol. Its net charge is +1. As for the maximum force: 0.06748 Eh/bohr. Its electronic energy is -716972.7458 eV.

***

Entry 6:
ORCA calculation (the ωB97M-V functional and the def2-TZVPD basis) on a cluster of 17 separate species, H35O17 in total at a distorted geometry.

CARTESIAN COORDINATES (ANGSTROEM)
H -3.7128 3.9281 1.2722
H -1.9372 0.5686 -3.1748
H -2.4422 1.7932 -0.3583
H -2.0512 1.6780 1.3626
H -3.2367 3.3215 -3.5070
O -0.4464 -1.4144 0.6356
H 1.2087 -1.6905 3.4528
H -0.3112 3.2455 1.8080
H 1.0812 -1.8839 -1.7668
H 0.7738 2.7779 0.9283
H -0.4604 -0.0234 -3.1508
O -3.7092 3.0805 -2.6928
H -1.6849 -4.2101 1.0867
H -0.8131 -2.3189 0.7515
O 1.6918 -2.7507 -3.4133
O -1.9266 0.8434 1.7884
H -0.6012 -4.1388 2.1351
O 1.9111 3.9782 -1.6728
H 2.4141 0.6973 -0.6275
O -3.5312 3.0132 1.4535
O 3.9237 -2.4732 2.3352
O -1.3946 -3.6735 1.8318
H 0.2659 -1.2751 1.8581
H 1.7208 4.6674 -1.0461
O 1.3747 -2.1558 -0.8652
O -2.1629 0.9814 -0.7551
H 0.3838 -1.4446 0.1159
H 1.8760 -0.5471 0.2269
H 1.4016 -3.1368 -4.2390
H -4.2598 2.4100 1.5189
H -3.0527 2.5904 -2.1884
O 2.5943 -0.2164 -0.2965
H 2.5847 -2.4695 -3.6749
O 0.4245 -1.2410 2.9795
H -2.6542 0.2380 1.7954
H 0.5085 2.3305 4.5870
H 2.2830 -2.4543 -1.0336
H -0.1249 -4.0989 -1.2493
O 2.3411 2.1535 -3.2194
H 2.4499 3.0012 -3.6612
H -2.5230 0.0880 -0.5592
H -1.4436 -4.0552 -1.0249
O 0.5515 2.8420 1.8654
H 3.2898 2.0422 -3.1540
O -0.6858 -4.6715 -0.6883
O 0.2787 1.5095 4.1322
H 1.6150 4.1868 -2.5466
H 4.2861 -2.0069 3.0947
O -1.3952 -0.2139 -3.0905
H 0.8938 1.8660 3.4336
H -0.1825 -0.4899 3.3459
H 4.0409 -1.9757 1.5279

Atomic forces in eV per Å
-0.9857 0.2021 -0.1282
0.3793 0.3969 0.1774
-1.1460 -0.3176 0.9972
-0.8594 0.1996 0.0054
-0.3120 -0.0413 0.3552
0.2009 0.7837 1.2208
-1.0966 1.1158 -0.4319
-0.6548 0.1488 0.4895
0.2501 -0.2521 0.6861
0.4285 -0.2548 -0.0526
0.0554 0.6525 -0.0295
0.3021 0.2240 -0.5066
0.0814 -0.2366 -0.0281
0.4083 0.0193 0.1232
0.7930 0.1482 -0.5640
1.9102 -0.9284 1.9206
-0.0496 0.1186 -0.0152
0.6118 -0.5866 1.2276
-0.1313 -1.0087 0.6840
1.8840 -0.1937 -0.0504
-0.4419 -0.8838 0.4102
-0.1061 0.0018 0.2384
-0.8052 -0.3012 0.5820
-0.3008 0.7926 -0.0824
-0.3853 -1.4074 -1.5336
0.9217 -0.7249 -2.4639
-0.5933 -0.8163 -0.5557
-0.4148 0.4560 0.2577
-0.6189 -0.2849 -0.2641
-0.9624 0.3114 -0.0470
0.0326 -0.2943 0.1287
1.7434 2.0604 -0.6863
-0.1412 0.1341 0.4370
-0.6349 0.6029 -0.4131
-0.8184 0.1571 -0.3916
-0.9830 -0.0780 1.6437
-0.2194 0.1957 0.3265
1.4914 -0.7662 0.5814
0.6157 -0.1166 -1.0693
-0.8503 0.2471 -0.3782
0.0295 1.6434 0.4894
0.5467 -2.0348 1.2588
0.4539 0.3316 -0.8083
0.5305 -1.0692 0.6241
-2.0396 2.7862 -2.1306
1.8066 1.3767 -0.5997
-0.6304 0.6498 -0.2076
0.1095 0.3377 -0.3738
-0.3014 -1.3527 -0.3311
-0.9884 -1.6722 -0.7063
1.6753 -1.1046 0.0300
0.2092 0.6327 -0.0458

As for the spin multiplicity: 2. The molar mass comes out at 307.3 g/mol. The value obtained for the relative energy (zero: lowest compared OMol25 entry of this formula, charge and spin) is 66.8 kcal per mole. Its net charge is 0. As for the maximum force: 0.07890 Eh/bohr. Its electronic energy is -35368.8979 eV.